Entry 1:
An isolated molecule of C7H14. Source: the OMol25 dataset; level of theory: ωB97M-V with the def2-TZVPD basis set.

Results
**Energy relative to the best compared isomer or geometry (same formula, charge and spin)**: 359.4 kJ/mol
**Kohn-Sham gap**: 8.2 eV
**Lowest unoccupied orbital energy**: 0.0124 Eh

Last columns: bonded neighbours and bond lengths (Å).
Cartesian coordinates (Å):
1 C 0.164 2.694 0.961  C2 1.527, H8 1.097, H9 1.097, H10 1.096
2 C 0.898 1.500 0.354  C1 1.527, C3 1.540, H11 1.098, H18 1.096
3 C 0.300 0.142 0.768  C2 1.540, C4 1.553, H12 1.099, H13 1.099
4 C 0.639 -1.023 -0.201  C3 1.553, C5 1.538, C6 1.504, H14 1.099
5 C 0.063 -2.359 0.299  C4 1.538, H15 1.095, H16 1.096, H17 1.096
6 C 0.155 -0.573 -1.552  C4 1.504, C7 1.482
7 C -1.314 -0.690 -1.715  C6 1.482, H19 1.096, H20 1.103, H21 1.107
8 H -0.883 2.709 0.637  C1 1.097
9 H 0.178 2.667 2.058  C1 1.097
10 H 0.619 3.638 0.639  C1 1.096
11 H 1.956 1.532 0.642  C2 1.098
12 H 0.649 -0.133 1.773  C3 1.099
13 H -0.794 0.227 0.842  C3 1.099
14 H 1.733 -1.115 -0.231  C4 1.099
15 H -1.010 -2.301 0.512  C5 1.095
16 H 0.216 -3.152 -0.444  C5 1.096
17 H 0.568 -2.670 1.220  C5 1.096
18 H 0.882 1.590 -0.738  C2 1.096
19 H -1.719 0.113 -2.342  C7 1.096
20 H -1.961 -0.851 -0.835  C7 1.103
21 H -1.381 -1.594 -2.351  C7 1.107

---

Entry 2:
An isolated molecule of C7H14. Source: the OMol25 dataset; level of theory: ωB97M-V with the def2-TZVPD basis set.

Results
**Energy relative to the best compared isomer or geometry (same formula, charge and spin)**: 85.2 kJ/mol
**Kohn-Sham gap**: 11.1 eV
**SMILES string**: CC(C)(C)C1CC1
**Lowest unoccupied orbital energy**: 0.0363 Eh

Last columns: bonded neighbours and bond lengths (Å).
Cartesian coordinates (Å):
1 C -0.746 1.655 0.652  C2 1.536, H8 1.097, H9 1.097, H10 1.097
2 C -0.514 0.210 0.186  C1 1.536, C3 1.534, C4 1.552, C5 1.532
3 C -0.988 0.092 -1.269  C2 1.534, H11 1.096, H12 1.096, H13 1.097
4 C -1.317 -0.775 1.076  C2 1.552, H14 1.099, H15 1.096, H16 1.095
5 C 0.980 -0.089 0.345  C2 1.532, C6 1.499, C7 1.498, H17 1.091
6 C 1.988 0.019 -0.760  C5 1.499, C7 1.510, H18 1.087, H19 1.086
7 C 1.622 -1.331 -0.193  C5 1.498, C6 1.510, H20 1.087, H21 1.087
8 H -0.472 1.776 1.707  C1 1.097
9 H -0.137 2.353 0.063  C1 1.097
10 H -1.799 1.944 0.543  C1 1.097
11 H -2.074 0.234 -1.318  C3 1.096
12 H -0.526 0.853 -1.908  C3 1.096
13 H -0.767 -0.895 -1.693  C3 1.097
14 H -0.645 -1.405 1.675  C4 1.099
15 H -1.981 -0.248 1.771  C4 1.096
16 H -1.940 -1.448 0.479  C4 1.095
17 H 1.345 0.218 1.325  C5 1.091
18 H 1.638 0.243 -1.765  C6 1.087
19 H 2.966 0.431 -0.530  C6 1.086
20 H 2.345 -1.848 0.432  C7 1.087
21 H 1.023 -1.989 -0.818  C7 1.087

---

Entry 3:
An isolated molecule of C7H14. Source: the OMol25 dataset; level of theory: ωB97M-V with the def2-TZVPD basis set.

Results
**Energy relative to the best compared isomer or geometry (same formula, charge and spin)**: 320.3 kJ/mol
**Kohn-Sham gap**: 8.7 eV
**SMILES string**: C[C@@H]1[C@H](C)C1(C)C
**Lowest unoccupied orbital energy**: 0.0348 Eh

Last columns: bonded neighbours and bond lengths (Å).
Cartesian coordinates (Å):
1 C -0.241 1.768 0.791  C2 1.570, H8 1.078, H9 1.126, H10 1.082
2 C -0.704 1.009 -0.503  C1 1.570, C3 1.520, C5 1.618, H11 1.097
3 C -0.743 -0.454 -0.914  C2 1.520, C4 1.500, C5 1.450, H12 1.093
4 C -1.748 -1.478 -0.475  C3 1.500, H13 1.097, H14 1.092, H15 1.092
5 C 0.430 -0.089 -0.145  C2 1.618, C3 1.450, C6 1.533, C7 1.490
6 C 0.526 -0.751 1.234  C5 1.533, H16 1.098, H17 1.098, H18 1.096
7 C 1.755 0.202 -0.761  C5 1.490, H19 1.093, H20 1.102, H21 1.087
8 H -0.299 2.796 0.471  C1 1.078
9 H 0.829 1.671 1.125  C1 1.126
10 H -0.836 1.557 1.670  C1 1.082
11 H -0.499 1.616 -1.394  C2 1.097
12 H -0.436 -0.562 -1.957  C3 1.093
13 H -1.270 -2.460 -0.374  C4 1.097
14 H -2.543 -1.549 -1.221  C4 1.092
15 H -2.199 -1.198 0.479  C4 1.092
16 H 1.282 -0.315 1.900  C6 1.098
17 H 0.834 -1.783 1.023  C6 1.098
18 H -0.414 -0.809 1.795  C6 1.096
19 H 1.617 0.732 -1.706  C7 1.093
20 H 2.380 0.835 -0.110  C7 1.102
21 H 2.277 -0.738 -0.926  C7 1.087

---

Entry 4:
A cluster of 2 separate species, C7H14 in total. Source: the OMol25 dataset; level of theory: ωB97M-V with the def2-TZVPD basis set.

Results
**Energy relative to the best compared isomer or geometry (same formula, charge and spin)**: 145.7 kJ/mol
**Kohn-Sham gap**: 10.3 eV
**SMILES string**: C=C(C)C.C=CC
**Lowest unoccupied orbital energy**: 0.0394 Eh

Last columns: bonded neighbours and bond lengths (Å).
Cartesian coordinates (Å):
1 C -1.641 -0.583 0.965  C2 1.332, H5 1.088, H6 1.088
2 C -1.307 0.417 0.150  C1 1.332, C3 1.506, C4 1.507
3 C -0.966 1.786 0.673  C2 1.506, H7 1.095, H8 1.096, H9 1.097
4 C -1.295 0.253 -1.349  C2 1.507, H10 1.096, H11 1.095, H12 1.095
5 H -1.650 -0.462 2.046  C1 1.088
6 H -1.911 -1.564 0.579  C1 1.088
7 H -0.808 1.777 1.756  C3 1.095
8 H -0.057 2.173 0.197  C3 1.096
9 H -1.775 2.493 0.451  C3 1.097
10 H -2.215 0.655 -1.788  C4 1.096
11 H -0.452 0.793 -1.794  C4 1.095
12 H -1.211 -0.800 -1.638  C4 1.095
13 C 2.138 0.261 -0.821  C14 1.330, H16 1.088, H17 1.086
14 C 1.752 -0.340 0.301  C13 1.330, C15 1.500, H18 1.091
15 C 1.355 -1.783 0.399  C14 1.500, H19 1.096, H20 1.096, H21 1.096
16 H 2.153 -0.275 -1.768  C13 1.088
17 H 2.456 1.299 -0.836  C13 1.086
18 H 1.726 0.234 1.228  C14 1.091
19 H 0.414 -1.888 0.950  C15 1.096
20 H 2.121 -2.360 0.930  C15 1.096
21 H 1.220 -2.219 -0.597  C15 1.096

---

Entry 5:
An isolated molecule of C7H14. Source: the OMol25 dataset; level of theory: ωB97M-V with the def2-TZVPD basis set.

Results
**Energy relative to the best compared isomer or geometry (same formula, charge and spin)**: 310.0 kJ/mol
**Kohn-Sham gap**: 10.5 eV
**SMILES string**: C1CCCCCC1
**Lowest unoccupied orbital energy**: 0.0403 Eh

Last columns: bonded neighbours and bond lengths (Å).
Cartesian coordinates (Å):
1 C -1.713 0.176 0.269  C2 1.562, C7 1.533, H8 1.100, H9 1.104
2 C -1.088 -1.180 -0.189  C1 1.562, C3 1.566, H10 1.091, H11 1.099
3 C 0.276 -1.524 0.498  C2 1.566, C4 1.490, H12 1.086, H13 1.272
4 C 1.515 -0.854 0.011  C3 1.490, C5 1.566, H14 1.277, H15 1.085
5 C 1.418 0.593 -0.579  C4 1.566, C6 1.537, H16 1.091, H17 1.116
6 C 0.454 1.585 0.092  C5 1.537, C7 1.535, H18 1.097, H19 1.099
7 C -1.029 1.434 -0.276  C1 1.533, C6 1.535, H20 1.101, H21 1.101
8 H -1.729 0.222 1.368  C1 1.100
9 H -2.771 0.207 -0.044  C1 1.104
10 H -1.800 -1.966 0.065  C2 1.091
11 H -1.010 -1.153 -1.286  C2 1.099
12 H 0.102 -1.439 1.566  C3 1.086
13 H 1.065 -2.485 0.770  C3 1.272
14 H 2.090 -1.536 0.925  C4 1.277
15 H 2.096 -1.429 -0.702  C4 1.085
16 H 2.427 1.008 -0.575  C5 1.091
17 H 1.149 0.541 -1.660  C5 1.116
18 H 0.572 1.502 1.179  C6 1.097
19 H 0.759 2.606 -0.177  C6 1.099
20 H -1.132 1.457 -1.372  C7 1.101
21 H -1.574 2.318 0.091  C7 1.101

---

Entry 6:
An isolated molecule of C7H14. Source: the OMol25 dataset; level of theory: ωB97M-V with the def2-TZVPD basis set.

Results
**Energy relative to the best compared isomer or geometry (same formula, charge and spin)**: 150.5 kJ/mol
**Kohn-Sham gap**: 10.6 eV
**SMILES string**: CC[C@@]1(C)C[C@H]1C
**Lowest unoccupied orbital energy**: 0.0405 Eh

Last columns: bonded neighbours and bond lengths (Å).
Cartesian coordinates (Å):
1 C 1.899 -0.836 0.832  C2 1.540, H8 1.096, H9 1.093, H10 1.100
2 C 1.095 -0.615 -0.463  C1 1.540, C3 1.518, H11 1.202, H12 1.113
3 C 0.020 0.451 -0.356  C2 1.518, C4 1.535, C5 1.522, C6 1.518
4 C 0.634 1.833 -0.097  C3 1.535, H13 1.087, H14 1.120, H15 1.186
5 C -1.139 0.377 -1.340  C3 1.522, C6 1.498, H16 1.090, H17 1.090
6 C -1.397 0.192 0.124  C3 1.518, C5 1.498, C7 1.508, H18 1.093
7 C -1.843 -1.134 0.687  C6 1.508, H19 1.096, H20 1.095, H21 1.096
8 H 2.550 -1.713 0.750  C1 1.096
9 H 2.551 0.021 1.026  C1 1.093
10 H 1.275 -0.965 1.728  C1 1.100
11 H 1.825 -0.130 -1.286  C2 1.202
12 H 0.622 -1.577 -0.765  C2 1.113
13 H 1.718 1.923 -0.109  C4 1.087
14 H 0.403 2.417 0.831  C4 1.120
15 H 0.463 2.384 -1.133  C4 1.186
16 H -1.512 1.276 -1.830  C5 1.090
17 H -1.173 -0.504 -1.981  C5 1.090
18 H -1.852 1.053 0.620  C6 1.093
19 H -1.540 -1.238 1.735  C7 1.096
20 H -1.420 -1.975 0.127  C7 1.095
21 H -2.935 -1.219 0.641  C7 1.096

---

Q: Look up the lowest unoccupied orbital energy of the fifth one.
A: 0.0403 Eh

---

Q: lowest unoccupied orbital energy of number 5 (C7H14)?
A: 0.0403 Eh